Formula: C21H64N4O9
Source: the OMol25 dataset
Level of theory: ωB97M-V/def2-TZVPD

Geometry as XYZ:
```
98
Properties=species:S:1:pos:R:3:lowdin_charge:R:1
O -1.256 0.086 0.342 -0.132
O -4.324 3.182 4.605 -0.213
O 1.573 4.025 1.353 -0.141
O 6.043 3.269 -3.115 -0.155
O 1.103 -4.675 -2.443 -0.199
O -2.736 3.406 -3.000 -0.111
O -0.545 5.402 -2.441 -0.101
O -1.951 -4.549 1.734 -0.183
O -2.252 -1.605 -2.236 -0.125
N -2.518 0.331 3.382 0.033
N 4.791 1.179 -1.308 0.031
N 0.593 -4.064 4.197 0.034
N 2.417 -3.649 0.750 0.036
C -1.764 -1.860 -3.518 -0.166
C 1.414 -5.450 -3.582 -0.095
C 0.667 4.932 -2.034 -0.174
C 4.202 1.686 -2.524 -0.426
C -0.765 -6.121 3.988 -0.048
C 2.140 -4.519 -1.527 -0.207
C -4.299 1.537 2.082 -0.026
C -2.784 -3.588 1.047 -0.083
C 1.484 -3.697 -0.336 -0.406
C 4.701 3.153 -2.717 -0.223
C -3.902 1.829 4.730 -0.174
C 0.419 4.595 1.958 -0.160
C -1.976 2.497 -3.744 -0.181
C -1.213 1.396 -0.242 -0.128
C 1.073 -2.236 -0.721 -0.039
C 6.096 3.090 -4.518 -0.116
C -4.094 3.932 5.754 -0.136
C -1.348 -3.893 2.800 -0.249
C 2.697 1.567 -2.295 -0.073
C -3.307 1.522 3.312 -0.419
C -0.275 -4.835 3.305 -0.433
H 2.485 -5.486 -1.161 0.117
H 0.637 5.404 2.656 0.078
H -3.315 -2.969 1.770 0.084
H -3.028 4.160 5.741 0.084
H 3.043 -2.884 0.543 0.073
H -4.570 4.903 5.617 0.085
H -3.622 -3.935 0.441 0.083
H 5.766 1.182 -1.570 0.070
H -2.274 4.246 -2.966 0.045
H -3.194 1.563 5.516 0.119
H -0.905 2.591 -3.565 0.063
H 0.191 3.808 2.677 0.067
H 2.301 0.564 -2.458 0.069
H -1.407 -2.871 -3.717 0.075
H -1.260 2.207 0.485 0.072
H 2.343 2.008 -1.363 0.071
H -1.320 -5.925 4.906 0.077
H 0.834 -1.639 0.159 0.074
H 0.697 -5.250 -4.379 0.086
H -2.153 2.636 -4.811 0.077
H 0.528 -4.134 -0.047 0.120
H -4.964 2.399 2.143 0.066
H 4.722 3.617 -1.731 0.123
H -1.971 1.666 -0.978 0.064
H 5.385 2.373 -4.928 0.082
H -1.053 -2.866 2.584 0.122
H -1.536 -6.606 3.390 0.073
H 1.840 -1.770 -1.339 0.070
H -2.845 -2.318 -1.990 0.082
H -2.154 -3.778 3.524 0.127
H 0.176 -2.266 -1.338 0.052
H 4.637 1.871 -0.589 0.071
H 0.263 -5.057 2.384 0.117
H 4.390 1.050 -3.389 0.133
H 1.427 -6.504 -3.305 0.086
H 7.118 2.937 -4.867 0.090
H -0.428 4.691 1.278 0.082
H 0.098 -6.760 4.173 0.074
H 3.948 3.775 -3.201 0.116
H -2.461 0.188 2.384 0.031
H 0.703 3.860 -2.223 0.060
H 5.793 3.990 -5.053 0.081
H 0.905 5.164 -0.996 0.073
H -1.033 -1.101 -3.797 0.085
H 3.031 -3.992 -1.870 0.124
H 1.976 3.593 2.110 0.071
H 2.422 -5.166 -3.884 0.084
H -2.642 -1.825 -4.163 0.078
H -3.902 1.447 1.071 0.065
H 1.424 5.425 -2.645 0.087
H 1.247 -3.536 3.636 0.056
H -2.197 1.461 -3.486 0.066
H -2.560 2.309 3.213 0.118
H 2.169 2.208 -3.001 0.055
H -2.133 -2.948 0.451 0.069
H -5.181 0.914 2.234 0.072
H 1.168 -4.652 4.784 0.059
H -4.851 1.346 4.964 0.123
H -1.592 0.622 3.663 0.073
H 3.017 -4.456 0.661 0.063
H -1.245 -0.557 -0.370 0.027
H -0.295 6.199 -2.915 0.092
H -4.412 3.497 6.701 0.088
H -0.286 1.504 -0.805 0.066
```

Calculated values
**Gap between HOMO and LUMO**: 9.2 eV
**Structure (SMILES)**: COC[C@H](C)N.COC[C@H](C)N.COC[C@H](C)N.COC[C@H](C)N.CO.CO.CO.CO.CO
**Highest occupied orbital energy**: -8.690 eV
**DFT total energy**: -47195.459 eV


Formula: C14H29NOsSi2
Source: the OMol25 dataset
Level of theory: ωB97M-V/def2-TZVPD

Geometry as XYZ:
```
47
Properties=species:S:1:pos:R:3:nbo_charge:R:1
Os -0.093 0.409 -0.149 0.673
Si 3.520 -2.438 0.574 1.596
Si 1.020 -2.498 2.776 1.618
N 0.407 0.767 1.499 -0.700
C 1.679 1.152 -1.131 -0.264
C 3.153 -3.762 -0.738 -1.104
C 0.059 -0.081 -2.236 -0.336
C -2.178 0.194 -0.196 -0.524
C 2.079 -1.839 4.192 -1.104
C 1.375 -0.126 -1.699 -0.314
C -0.444 1.246 -2.034 -0.266
C 1.873 -1.855 1.219 -1.030
C 0.562 2.014 -1.359 -0.366
C 4.561 -3.061 2.016 -1.116
C 4.576 -1.062 -0.205 -1.104
C -0.738 -2.052 3.268 -1.111
C 1.023 -4.364 2.501 -1.111
C -1.987 0.402 1.186 -0.358
H 0.723 1.257 2.347 0.369
H 4.836 -2.236 2.684 0.235
H 5.505 -3.524 1.707 0.237
H 0.707 -4.841 3.437 0.227
H 2.010 -4.737 2.202 0.231
H -1.482 -2.306 2.508 0.229
H 4.147 -0.632 -1.114 0.225
H 3.140 -2.062 4.045 0.237
H 1.394 -0.936 0.842 0.227
H -2.035 1.420 1.582 0.219
H 0.304 -4.605 1.705 0.238
H 2.068 -0.952 -1.752 0.246
H -2.601 1.025 -0.774 0.217
H -1.390 1.624 -2.383 0.239
H 1.706 -2.313 5.108 0.228
H 2.620 -3.339 -1.598 0.231
H 2.492 -4.532 -0.325 0.237
H 0.492 3.052 -1.040 0.251
H -0.844 -0.997 3.529 0.236
H -1.978 -0.424 1.895 0.225
H 5.578 -1.425 -0.473 0.237
H -2.375 -0.823 -0.553 0.222
H 2.596 1.401 -0.608 0.255
H 4.047 -3.797 2.642 0.233
H 4.726 -0.233 0.497 0.233
H -0.935 -2.652 4.162 0.237
H 4.024 -4.288 -1.147 0.235
H -0.441 -0.895 -2.744 0.248
H 1.960 -0.749 4.258 0.235
```

Calculated values
**<S²>**: 6.019
**Gap between HOMO and LUMO (alpha / beta)**: 5.7 / 7.2 eV
**2S+1**: 5
**Highest occupied orbital energy (alpha / beta)**: -5.164 / -7.684 eV
**DFT total energy**: -34695.098 eV


Formula: C3H9N2O2P
Source: the OMol25 dataset
Level of theory: ωB97M-V/def2-TZVPD

Geometry as XYZ:
```
17
Properties=species:S:1:pos:R:3:nbo_charge:R:1
P 1.439 0.255 -0.315 1.419
O 2.466 1.357 0.340 -0.986
O 1.304 -0.797 1.077 -0.998
N -1.699 1.565 -1.024 -0.604
N 2.559 -0.798 -1.328 -1.169
C -1.683 -0.587 -0.057 -0.243
C -2.017 -1.299 0.999 -0.397
C -1.594 0.906 0.064 0.090
H -1.510 -0.999 -1.064 0.231
H 2.569 -0.175 -2.136 0.364
H -1.983 2.485 -0.875 0.336
H 1.966 2.205 0.378 0.494
H -1.969 -0.749 1.908 0.200
H 0.425 -1.167 1.128 0.491
H -1.529 1.315 1.109 0.159
H -2.224 -2.334 0.872 0.219
H 3.481 -1.184 -1.077 0.395
```

Calculated values
**Gap between HOMO and LUMO**: 9.8 eV
**Structure (SMILES)**: [H]/N=C/C=C.NP(O)O
**Highest occupied orbital energy**: -9.353 eV
**DFT total energy**: -19620.289 eV


Calculated values (kJ/mol) of energy relative to the best compared isomer or geometry (same formula, charge and spin) for the records, taken in order: 377.3; 77.4; 298.9.
Calculated values (g mol⁻¹) of molar mass for the records, taken in order: 516.8; 457.8; 136.1.